[1]
A 8-piece molecular cluster, C31H48BrN3O22P overall at a distorted geometry, computed with ωB97M-V with the def2-TZVPD basis set.

XYZ file:
```
106
C31H48BrN3O22P, DFT ωB97M-V with the def2-TZVPD basis set
C -3.39757 0.07340 1.20372
C -3.45423 -1.24747 1.49803
C -3.09890 -2.35968 0.54727
C -1.74063 -2.21306 -0.17947
C -0.45456 -1.93133 0.62644
C -0.29146 -2.58907 2.01656
C -0.83006 -4.00241 2.21271
Br -0.90555 -1.47186 3.49826
C -1.57868 -3.59016 -0.95843
N -1.53214 -3.22292 -2.39523
C -2.11919 -2.00178 -2.48765
N -2.73774 -1.59514 -3.60222
N -2.00786 -1.29865 -1.35610
P -1.30097 0.36268 -1.34940
C 0.48334 0.20325 -1.69953
O -1.85768 0.99490 -2.75092
H -3.83913 0.50750 0.31190
H -2.87637 0.76885 1.85648
H -3.81534 -1.55247 2.47466
H -3.18155 -3.31383 1.05650
H -3.85562 -2.39950 -0.24966
H 0.38030 -2.30483 0.02981
H -0.25125 -0.86747 0.74807
H 0.77882 -2.64714 2.18700
H -0.66000 -4.64296 1.35082
H -0.27343 -4.45438 3.03365
H -1.86569 -4.02368 2.53454
H -2.47607 -4.17596 -0.78635
H -0.66430 -4.11334 -0.71011
H -2.01180 -3.91756 -2.95495
H -3.68114 -1.23917 -3.64308
H -2.25018 -1.69186 -4.47587
H 0.99837 0.74179 -0.90755
H 0.89001 -0.80535 -1.71023
H 0.64842 0.73651 -2.63327
H -1.24607 1.68595 -3.05209
C 0.84429 -0.39172 -5.87093
C 0.39411 0.31017 -7.13585
O -0.43222 1.36826 -6.61517
C -0.05086 1.61528 -5.35439
O -0.43164 2.53238 -4.68569
O 0.81290 0.68314 -4.91588
H 1.83336 -0.82334 -5.94039
H 0.14336 -1.16555 -5.55358
H 1.22363 0.74977 -7.69099
H -0.18222 -0.32608 -7.80080
C 2.49658 2.95820 3.32753
C 1.07399 2.51144 3.56469
O 0.83770 1.64663 2.43238
C 2.03067 1.19564 2.00715
O 2.16464 0.31622 1.20519
O 3.04288 1.84405 2.59642
H 3.04552 3.12936 4.24343
H 2.55308 3.84919 2.69896
H 0.95932 1.93604 4.47534
H 0.36435 3.33435 3.57197
C 3.69561 -3.53649 -8.86351
C 4.03920 -2.51376 -7.79740
O 2.76485 -2.30415 -7.16509
C 1.99777 -3.40285 -7.38535
O 0.95328 -3.59304 -6.84970
O 2.57686 -4.22007 -8.27860
H 4.50149 -4.23426 -9.06906
H 3.37271 -3.07623 -9.79788
H 4.73815 -2.89835 -7.05444
H 4.42367 -1.58140 -8.20076
C -2.48970 4.09265 -2.27001
C -2.71962 4.69905 -3.63935
O -3.57762 5.80614 -3.32922
C -3.37429 6.15564 -2.03437
O -3.80946 7.12959 -1.52067
O -2.61111 5.22481 -1.40695
H -1.50441 3.64578 -2.17275
H -3.24694 3.35467 -1.99676
H -1.79929 5.07372 -4.08834
H -3.20157 4.02218 -4.33471
C -6.63672 2.19362 -2.84431
C -6.17474 3.19093 -3.88882
O -4.98352 2.55959 -4.39079
C -5.07134 1.24207 -4.16091
O -4.32202 0.42633 -4.60764
O -6.11528 0.95586 -3.36084
H -7.71624 2.13866 -2.74425
H -6.19419 2.37635 -1.86418
H -6.88316 3.29983 -4.70983
H -5.94324 4.17283 -3.48536
C 3.57254 -0.51009 7.56929
C 4.23278 -0.42241 6.20926
O 3.42953 0.56796 5.54478
C 2.84184 1.33152 6.48827
O 2.24696 2.33930 6.24952
O 3.01273 0.81098 7.71152
H 4.26762 -0.72929 8.37490
H 2.75929 -1.23701 7.59175
H 5.25918 -0.05825 6.26445
H 4.21465 -1.35709 5.65702
C 5.24183 0.50946 11.79850
C 5.45725 -0.66089 12.73878
O 5.02250 -1.77146 11.94204
C 5.12715 -1.42862 10.64554
O 4.99952 -2.17982 9.72984
O 5.39362 -0.11033 10.51335
H 5.96851 1.30655 11.92389
H 4.23641 0.92587 11.86900
H 6.50735 -0.80500 12.99529
H 4.87206 -0.59632 13.65115
```

E_LUMO = -2.23 eV
charge = +1
DFT total energy = -5944.798785 Ha
HOMO energy = -10.102 eV

Atom charges from the Mulliken analysis, given in e for atoms 1 to 99: -0.727 -0.727 -1.236 1.542 -1.248 -0.233 -1.418 -0.132 -1.040 -0.245 -0.166 -0.062 0.461 0.487 -0.830 0.220 0.386 0.162 0.467 0.555 0.504 0.551 0.233 0.658 0.310 0.427 0.339 0.380 0.456 0.376 0.179 0.155 0.072 0.322 0.261 -0.335 0.090 -0.406 -0.328 0.665 -0.629 -0.295 0.296 -0.004 0.282 0.347 -0.392 -0.137 -0.259 0.661 -0.547 -0.349 0.249 0.327 0.153 0.355 -0.352 -0.366 -0.287 0.635 -0.507 -0.337 0.310 0.261 0.255 0.334 0.404 -0.216 -0.406 0.534 -0.522 -0.439 0.141 -0.107 0.319 0.274 -0.291 -0.332 -0.322 0.684 -0.607 -0.353 0.342 0.214 0.316 0.267 0.127 -0.425 -0.271 0.683 -0.561 -0.342 -0.120 0.275 0.290 0.320 -0.302 -0.325 -0.326



[2]
A 2-piece molecular cluster, C7H16F3N2O4P2 overall at a distorted geometry, computed with ωB97M-V with the def2-TZVPD basis set.

XYZ file:
```
34
C7H16F3N2O4P2, DFT ωB97M-V with the def2-TZVPD basis set
N 0.94062 -1.02292 2.07464
P -0.04345 0.33566 2.00705
C -1.44112 -0.04084 0.92759
C -2.73984 -0.27143 1.70954
C -3.61634 0.92505 1.77273
F -4.72380 0.76562 2.51587
C -3.39635 2.13883 1.24366
F -3.71961 3.23305 1.90367
F -2.92432 2.38712 0.04119
P 1.10212 2.03965 1.24675
O 0.15554 3.06456 0.82782
O 2.01306 2.55544 2.43104
O 1.97674 1.64726 0.00467
H 1.78713 -0.78391 2.58988
H 0.49949 -1.74282 2.64464
H -0.56180 0.54238 3.29765
H -1.16279 -0.98711 0.46511
H -1.51474 0.67537 0.11583
H -2.47675 -0.49787 2.74686
H -3.27949 -1.14616 1.35342
H 2.35495 3.41538 2.13878
H 2.56369 0.88302 0.16982
C 2.03391 -1.86369 -1.50062
O 2.26229 -1.04472 -0.61657
N 1.57093 -1.56249 -2.71304
C 1.32140 -2.58246 -3.72024
C 1.30964 -0.16699 -3.03945
H 2.20243 -2.94048 -1.35183
H 1.93640 -2.38923 -4.59914
H 0.27018 -2.56519 -4.00978
H 1.56454 -3.56716 -3.32875
H 2.22580 0.41436 -2.93956
H 0.56912 0.24316 -2.35173
H 0.94042 -0.09043 -4.05749
```

E_LUMO = -3.72 eV
charge = +1
DFT total energy = -1668.891542 Ha
HOMO energy = -12.186 eV

Electronic structure analysis, Mulliken charges in units of e: -0.553 0.440 -0.889 -0.612 0.226 -0.280 0.365 -0.207 -0.194 0.767 -0.563 -0.492 -0.315 0.295 0.316 0.166 0.425 0.660 0.276 0.449 0.374 0.396 -0.008 -0.592 0.121 -0.922 -0.752 0.318 0.348 0.347 0.294 0.297 0.130 0.372



[3]
A 9-piece molecular cluster, C40H45N9 overall at a distorted geometry, computed with ωB97M-V with the def2-TZVPD basis set.

XYZ file:
```
94
C40H45N9, DFT ωB97M-V with the def2-TZVPD basis set
N -4.35896 1.10150 8.20431
C -3.79039 1.13892 9.54164
C -4.81367 1.67508 10.29471
C -5.93462 1.67891 9.42509
C -5.66927 1.29001 8.12731
H -3.87182 0.79377 7.37479
H -2.72046 1.03892 9.64962
H -4.81624 2.10238 11.28658
H -6.89741 2.04414 9.75072
H -6.31114 1.27615 7.25886
N 2.79339 -0.84189 -8.84917
C 3.10685 -1.46147 -7.65171
C 4.39455 -1.88981 -7.92880
C 4.84884 -1.52580 -9.20014
C 3.82719 -0.90173 -9.75017
H 1.86618 -0.44141 -8.84973
H 2.38976 -1.50956 -6.84557
H 4.97312 -2.42073 -7.18732
H 5.78039 -1.83033 -9.65387
H 3.83255 -0.43293 -10.72311
N 6.22658 4.15784 -3.65421
C 5.45466 4.56659 -2.66430
C 4.30074 4.11256 -2.86657
C 4.14241 3.65788 -4.22601
C 5.41990 3.51126 -4.60160
H 7.22783 4.05820 -3.56661
H 5.77875 5.12820 -1.80061
H 3.44446 4.19187 -2.21319
H 3.18810 3.45373 -4.68865
H 5.94340 3.13857 -5.46963
N -9.60494 4.42609 -4.85042
C -8.90666 5.62632 -4.74403
C -7.72447 5.44136 -4.05296
C -7.73318 4.01375 -3.81170
C -8.86439 3.48276 -4.20264
H -10.47625 4.22061 -5.31806
H -9.29776 6.55348 -5.13625
H -7.02209 6.25013 -3.91537
H -6.84838 3.53123 -3.42351
H -9.30085 2.49500 -4.18787
N 1.26185 -7.54180 4.69013
C 0.44464 -8.53026 5.15128
C -0.74956 -7.91151 5.50107
C -0.67585 -6.59272 5.10093
C 0.59077 -6.33133 4.60382
H 2.21921 -7.68459 4.40177
H 0.71243 -9.56600 5.29938
H -1.67262 -8.34377 5.85818
H -1.51926 -5.91955 5.05728
H 0.96799 -5.39573 4.21812
N 7.85872 -3.65727 -0.39158
C 7.52262 -2.52119 0.21975
C 8.15684 -1.97520 1.34222
C 9.07377 -2.77283 2.04758
C 9.32988 -4.06648 1.55778
C 8.65283 -4.41192 0.40931
H 6.95176 -1.89682 -0.45159
H 7.88737 -0.99564 1.70864
H 9.47637 -2.38224 2.97048
H 9.94745 -4.77473 2.09013
H 8.81215 -5.38182 -0.03826
N -1.81452 0.19946 1.66499
C -0.81275 0.26891 0.77146
C -0.93947 0.20386 -0.60324
C -2.19619 -0.03746 -1.12453
C -3.26101 -0.09317 -0.25367
C -3.09709 0.10612 1.11634
H 0.15259 0.43283 1.22711
H -0.06804 0.26035 -1.23869
H -2.32623 -0.08510 -2.19561
H -4.19973 -0.24846 -0.76465
H -3.98836 -0.12227 1.68194
N 3.95836 5.59769 6.33452
C 2.61174 5.54610 6.62482
C 1.95276 6.51720 7.36873
C 2.62072 7.65971 7.80923
C 3.98890 7.71589 7.59562
C 4.61000 6.67063 6.86712
H 2.03009 4.86375 6.02277
H 0.88853 6.49420 7.55115
H 1.95183 8.41525 8.19410
H 4.51632 8.53017 8.07015
H 5.61418 6.74453 6.47653
N -5.97202 -3.33780 -5.89521
C -6.66844 -4.25754 -5.26093
C -6.36801 -5.64773 -5.22772
C -5.27574 -6.09588 -5.92114
C -4.60712 -5.17530 -6.72252
C -5.00884 -3.81092 -6.72774
H -7.46044 -3.79932 -4.68719
H -6.87394 -6.20787 -4.45527
H -4.87802 -7.09616 -5.83362
H -3.78348 -5.41559 -7.37846
H -4.52266 -3.04420 -7.31267
```

E_LUMO = 0.54 eV
DFT total energy = -2043.766891 Ha
HOMO energy = -8.115 eV
ΔE to the lowest compared entry with this formula, charge and spin = 37.5 kcal per mole
SMILES = c1cc[nH]c1.c1cc[nH]c1.c1cc[nH]c1.c1cc[nH]c1.c1cc[nH]c1.c1ccncc1.c1ccncc1.c1ccncc1.c1ccncc1

Electronic structure analysis, Mulliken charges in units of e: -0.053 -0.482 -0.326 -0.349 -0.386 0.192 0.339 0.364 0.346 0.354 -0.032 -0.375 -0.394 -0.400 -0.466 0.198 0.349 0.368 0.388 0.363 -0.071 -0.405 -0.359 -0.337 -0.492 0.230 0.345 0.360 0.370 0.359 -0.020 -0.370 -0.320 -0.423 -0.530 0.202 0.355 0.375 0.373 0.358 -0.028 -0.476 -0.367 -0.271 -0.492 0.195 0.351 0.364 0.366 0.358 -0.502 -0.233 -0.339 -0.209 -0.422 -0.103 0.371 0.344 0.365 0.351 0.377 -0.525 -0.109 -0.352 -0.250 -0.250 -0.259 0.369 0.358 0.365 0.320 0.333 -0.513 -0.197 -0.298 -0.162 -0.408 -0.188 0.354 0.332 0.350 0.352 0.377 -0.548 -0.087 -0.430 -0.234 -0.290 -0.220 0.390 0.331 0.374 0.337 0.378



[4]
A 4-piece molecular cluster, C26H47ClNO4 overall at a distorted geometry, computed with ωB97M-V with the def2-TZVPD basis set.

XYZ file:
```
79
C26H47ClNO4, DFT ωB97M-V with the def2-TZVPD basis set
C -1.00431 0.52426 1.94153
C 0.43212 -0.28960 1.88766
C 0.36455 -1.74894 2.63794
C 1.07100 -0.37473 0.34681
C -0.13749 -0.14649 -0.78648
C 2.03534 0.98293 0.20664
O 3.31321 0.86693 0.92473
C 3.52750 1.96719 1.87684
C 4.10070 1.56563 3.39514
C 4.39353 2.78843 4.47438
N 4.14047 4.26580 4.14302
C 3.60967 4.70208 2.78625
C 3.28800 6.27128 2.35739
C 2.73669 7.20020 3.59119
C 2.93354 8.78657 3.09934
Cl 1.99297 9.01842 1.47609
C 3.30701 3.56707 1.59583
H -1.86624 -0.08807 1.42732
H -1.32718 0.63965 3.08250
H -0.94727 1.61895 1.50199
H 1.19508 0.37130 2.52467
H 1.34295 -1.84317 3.28844
H 0.24810 -2.59995 1.83319
H -0.53742 -1.72248 3.41243
H 1.65039 -1.37204 0.15052
H -1.07705 -0.83395 -0.57350
H -0.49835 0.99112 -0.76203
H 0.28061 -0.30097 -1.89192
H 2.30274 1.03863 -0.95381
H 1.35765 1.87895 0.53311
H 4.30026 0.43146 3.69624
H 4.82749 2.55419 5.54903
H 4.35584 4.99064 4.86977
H 4.18847 6.75883 1.78848
H 2.39217 6.20144 1.57144
H 1.56635 7.04098 3.69890
H 3.24271 7.00561 4.62783
H 2.59283 9.56045 3.91941
H 4.09835 8.87637 2.85897
H 2.92066 3.92129 0.52545
C 3.34808 -2.29352 -5.06201
C 2.68963 -1.03539 -5.56628
C 1.22253 -1.33820 -5.35285
O 1.13843 -2.20932 -4.21654
C 2.45823 -2.67205 -3.89834
H 4.39314 -2.15705 -4.77269
H 3.30417 -3.07060 -5.83438
H 2.98994 -0.18452 -4.94345
H 2.92975 -0.79963 -6.60612
H 0.79682 -1.86749 -6.21191
H 0.63066 -0.43664 -5.17019
H 2.77494 -2.17042 -2.97742
H 2.43764 -3.75051 -3.71894
C -5.49366 -1.43582 -0.77719
C -6.04051 -0.04557 -0.57998
C -5.01613 0.56903 0.34875
O -3.75910 -0.05530 0.05342
C -4.00079 -1.18998 -0.78997
H -5.85296 -1.92460 -1.68630
H -5.76154 -2.06506 0.07992
H -6.04613 0.48981 -1.53676
H -7.05378 -0.02537 -0.17086
H -5.25453 0.36077 1.39716
H -4.92894 1.65165 0.21914
H -3.64889 -0.93885 -1.79652
H -3.43068 -2.04878 -0.42511
C -3.77254 -6.56028 -1.27935
C -2.43484 -5.98334 -1.66464
C -2.53026 -4.57338 -1.12377
O -3.38134 -4.62678 0.02946
C -4.02354 -5.90884 0.06299
H -3.78310 -7.65212 -1.23191
H -4.53580 -6.24033 -1.99866
H -1.63423 -6.52755 -1.14993
H -2.23469 -6.01570 -2.73861
H -2.99492 -3.89923 -1.85107
H -1.55505 -4.16520 -0.84304
H -3.57108 -6.48778 0.87549
H -5.08863 -5.78234 0.27573
```

E_LUMO = -4.51 eV
charge = +1
DFT total energy = -1834.084593 Ha
HOMO energy = -10.864 eV

Electronic structure analysis, Mulliken charges in units of e: -1.143 0.775 -1.075 0.149 -0.547 -0.661 -0.281 0.433 -0.441 -0.211 -0.080 0.367 -0.649 -0.546 -0.469 -0.185 -0.361 0.223 0.388 0.229 -0.116 0.267 0.233 0.296 0.339 -0.151 0.257 0.229 0.210 0.276 0.336 0.338 0.293 0.342 0.380 0.281 0.291 0.348 0.301 0.331 -0.557 -0.508 -0.398 -0.359 -0.295 0.324 0.261 0.239 0.340 0.281 0.250 0.150 0.287 -0.598 -0.611 -0.532 -0.297 -0.068 0.384 0.256 0.259 0.346 0.305 0.289 0.257 -0.014 -0.548 -0.507 -0.261 -0.385 -0.444 0.335 0.260 0.279 0.343 0.245 0.171 0.259 0.263